DFT (ωB97M-V/def2-TZVPD) results for a molecular structure, C24H17N3O4Rh.

Element x y z (Å)
Rh (-0.0028, -0.3412, -0.9589)
O (-1.1337, 6.3462, -0.6946)
C (0.0070, 5.8752, -0.7377)
O (1.1492, 6.3425, -0.6947)
C (0.0045, 4.3125, -0.8768)
C (-1.2033, 3.6195, -0.9173)
C (-1.1781, 2.2449, -1.0146)
N (0.0001, 1.6110, -1.0895)
C (1.1804, 2.2412, -1.0150)
C (1.2101, 3.6157, -0.9177)
C (2.3358, 1.3068, -0.9970)
C (3.6546, 1.7129, -0.9617)
C (4.6563, 0.7530, -0.9170)
C (4.3199, -0.5910, -0.9201)
C (2.9828, -0.9395, -0.9621)
N (2.0213, -0.0157, -0.9952)
C (-2.3365, 1.3142, -0.9964)
C (-3.6539, 1.7247, -0.9609)
C (-4.6588, 0.7682, -0.9161)
C (-4.3268, -0.5769, -0.9190)
C (-2.9908, -0.9298, -0.9610)
N (-2.0264, -0.0092, -0.9944)
H (-2.1158, 4.1992, -0.8532)
H (2.1244, 4.1923, -0.8539)
H (3.8927, 2.7669, -0.9730)
H (5.6934, 1.0575, -0.8794)
H (5.0755, -1.3623, -0.8933)
H (2.6547, -1.9706, -0.9832)
H (-3.8884, 2.7796, -0.9723)
H (-5.6949, 1.0761, -0.8786)
H (-5.0850, -1.3457, -0.8921)
H (-2.6662, -1.9620, -0.9819)
C (0.0011, -0.6911, 3.1971)
C (-0.0005, -1.1829, 1.7786)
O (-0.0024, -0.2121, 0.9513)
C (-0.0004, -2.5672, 1.4737)
C (0.0023, -3.5032, 2.5531)
C (0.0025, -4.8439, 2.3353)
C (0.0000, -5.3267, 1.0071)
C (-0.0028, -4.4741, -0.0590)
C (-0.0030, -3.0727, 0.1332)
O (-0.0060, -2.3255, -0.9259)
H (0.0012, 0.3950, 3.2025)
H (0.8856, -1.0535, 3.7203)
H (-0.8825, -1.0532, 3.7222)
H (0.0039, -3.1390, 3.5702)
H (0.0044, -5.5331, 3.1670)
H (0.0002, -6.3945, 0.8291)
H (-0.0050, -4.8382, -1.0774)

The energy is -40826.5795 eV. The total charge is +1. The calculation puts the HOMO-LUMO gap at 0.186 hartree. Its spin multiplicity is 1. The energy relative to the best compared isomer or geometry (same formula, charge and spin) comes out at 2.03 kJ/mol.

***

DFT (ωB97M-V/def2-TZVPD) results for a molecular structure, C24H17N4O10S2SeV in a non-equilibrium geometry.

Element x y z (Å)
V (-0.2390, 0.6128, 0.2332)
O (3.8047, 0.1916, 3.8457)
C (2.6880, -0.1394, 4.5201)
C (2.8066, -0.5078, 5.8591)
C (1.6834, -0.8819, 6.5796)
C (0.4223, -0.8774, 5.9872)
C (0.2951, -0.4890, 4.6618)
C (1.4199, -0.1250, 3.9246)
C (1.2292, 0.2318, 2.5101)
O (0.0500, 0.3930, 2.0533)
N (2.2866, 0.3569, 1.7313)
N (1.8348, 0.5180, 0.4156)
C (2.7134, 0.5192, -0.5049)
C (2.3990, 0.5894, -1.9292)
C (3.4149, 0.4624, -2.8779)
C (3.1425, 0.4752, -4.2323)
C (1.8143, 0.6115, -4.6582)
C (0.7869, 0.7400, -3.7465)
C (1.0644, 0.7377, -2.3692)
O (0.1186, 0.9128, -1.4891)
H (3.5416, 0.3031, 2.8906)
H (3.7935, -0.5064, 6.3079)
H (1.7970, -1.1975, 7.6110)
H (-0.4529, -1.1821, 6.5487)
H (-0.6728, -0.4731, 4.1569)
H (3.7534, 0.4099, -0.2033)
H (4.4370, 0.3299, -2.5292)
H (3.9425, 0.3652, -4.9541)
H (1.5872, 0.6135, -5.7198)
H (-0.2485, 0.8198, -4.0580)
S (-0.1756, 4.9928, 1.6121)
C (-0.3483, 4.9382, -0.0885)
C (-0.2910, 3.6551, -0.5035)
N (-0.1080, 2.7244, 0.5075)
C (-0.0325, 3.2994, 1.6590)
H (-0.4830, 5.8333, -0.6778)
H (-0.3668, 3.3120, -1.5228)
H (0.0627, 2.7571, 2.5924)
O (-4.6287, 0.0345, 1.1199)
Se (-3.0568, -0.2988, 1.3311)
O (-2.7406, -1.7768, 0.5147)
O (-2.1557, 0.9390, 0.5873)
O (-2.6481, -0.4444, 2.8959)
O (-3.0015, -4.9273, -1.4042)
S (-1.7938, -4.1617, -1.6861)
O (-0.7955, -4.9146, -2.4323)
N (-1.1795, -3.3598, -0.5037)
C (-1.4938, -1.9959, -0.4961)
O (-0.4887, -1.2057, -0.0541)
C (-2.1129, -1.6216, -1.8611)
C (-2.5666, -0.3959, -2.3305)
C (-3.1885, -0.3336, -3.5746)
C (-3.3741, -1.4836, -4.3457)
C (-2.9384, -2.7128, -3.8657)
C (-2.3100, -2.7481, -2.6324)
H (-2.4697, 0.5052, -1.7357)
H (-3.5573, 0.6227, -3.9358)
H (-3.8785, -1.4186, -5.3062)
H (-3.0922, -3.6289, -4.4281)

The energy is -164305.6900 eV. The total charge is -2. The calculation puts the HOMO-LUMO gap (spin up / spin down) at 0.205 / 0.214 hartree. Its spin multiplicity is 3. The energy relative to the best compared isomer or geometry (same formula, charge and spin) comes out at 61.78 kJ/mol.

***

DFT (ωB97M-V/def2-TZVPD) results for a molecular structure, C24H18AsF5N3O8RuS3.

Element x y z (Å)
Ru (-0.6045, -0.6433, 1.3099)
O (-3.5205, 4.0277, -3.3725)
N (-2.5375, 4.4497, -2.7868)
O (-2.0761, 5.5604, -2.9784)
C (-1.8768, 3.5844, -1.7978)
C (-1.0386, 4.2121, -0.9407)
C (-0.3937, 3.5068, 0.1054)
C (0.5265, 4.1375, 0.9730)
C (1.1530, 3.3872, 1.9109)
C (0.8258, 2.0191, 2.0269)
N (-0.1118, 1.4382, 1.3016)
C (-0.6611, 2.1484, 0.2850)
C (-1.4823, 1.4620, -0.6869)
N (-1.5623, 0.1174, -0.5716)
C (-2.2359, -0.5765, -1.4519)
C (-2.8872, 0.0341, -2.5310)
C (-2.8288, 1.3918, -2.6776)
C (-2.1047, 2.1620, -1.7396)
H (-0.8665, 5.2729, -1.0534)
H (0.7498, 5.1891, 0.8392)
H (1.9246, 3.7897, 2.5497)
H (1.3048, 1.4077, 2.7709)
H (-2.2378, -1.6496, -1.3005)
H (-3.4266, -0.5739, -3.2446)
H (-3.3224, 1.8728, -3.5038)
O (2.0440, 1.1845, -1.6711)
As (2.5234, -0.0078, -0.3587)
O (3.1176, 0.9500, 0.8400)
O (0.9495, -0.6084, -0.2552)
C (3.8648, -0.8945, -1.4911)
C (4.1348, -0.3581, -2.7545)
C (5.1214, -0.9081, -3.5576)
C (5.8503, -2.0089, -3.1179)
C (5.5796, -2.5491, -1.8749)
C (4.5938, -1.9915, -1.0675)
S (4.2549, -2.7261, 0.5279)
O (4.0710, -4.1448, 0.2566)
O (5.4397, -2.4432, 1.3259)
O (3.0531, -2.0101, 0.9302)
H (1.0856, 1.0971, -1.6830)
H (3.5655, 0.4910, -3.0994)
H (5.3176, -0.4764, -4.5328)
H (6.6175, -2.4462, -3.7475)
H (6.1105, -3.4183, -1.5072)
C (-5.1433, -1.2806, 1.7245)
C (-3.6567, -1.4793, 1.5740)
S (-2.6359, -0.2043, 2.1590)
C (-3.1051, -2.6121, 1.0752)
C (-3.9475, -3.7716, 0.6102)
S (-1.3902, -2.8131, 0.9491)
H (-5.3474, -0.3296, 2.2163)
H (-5.6016, -2.0730, 2.3246)
H (-5.6518, -1.2708, 0.7548)
H (-4.8366, -3.9078, 1.2309)
H (-3.3647, -4.6924, 0.6310)
H (-4.2874, -3.6218, -0.4209)
F (0.4932, -2.5076, 3.3210)
C (0.3450, -1.1505, 3.0846)
F (1.6409, -0.6563, 3.1160)
C (-0.2423, -0.6486, 4.4291)
F (-0.5383, 0.6683, 4.3916)
F (-1.3599, -1.3001, 4.7761)
F (0.6255, -0.8076, 5.4551)

The energy is -155545.9755 eV. The total charge is -2. The calculation puts the HOMO-LUMO gap (spin up / spin down) at 0.159 / 0.179 hartree. Its spin multiplicity is 2. The energy relative to the best compared isomer or geometry (same formula, charge and spin) comes out at 113.88 kJ/mol.

***

DFT (ωB97M-V/def2-TZVPD) results for a molecular structure, C24H18BF4N4O3Pd in a non-equilibrium geometry.

Element x y z (Å)
Pd (0.0687, 0.6869, 0.8264)
C (0.6612, -4.1012, -1.8396)
C (1.2790, -4.1013, -0.5961)
C (0.9035, -3.1954, 0.3766)
C (-0.1092, -2.2655, 0.1019)
C (-0.7204, -2.2573, -1.1588)
C (-0.3400, -3.1777, -2.1176)
N (-0.5150, -1.3293, 1.0449)
C (-0.8641, -1.6067, 2.3156)
C (-1.0696, -2.9010, 2.8355)
C (-1.4466, -3.0502, 4.1508)
C (-1.6405, -1.9338, 4.9668)
C (-1.4814, -0.6439, 4.4708)
C (-1.1089, -0.4721, 3.1519)
N (-0.9177, 0.7349, 2.5236)
N (-1.0808, 1.8764, 3.1288)
C (-0.6588, 2.9402, 2.4453)
C (-0.7755, 4.2433, 2.9672)
C (-0.3538, 5.3037, 2.2070)
C (0.1907, 5.0805, 0.9382)
C (0.2911, 3.7835, 0.4763)
N (-0.1174, 2.7478, 1.1977)
H (0.9580, -4.8158, -2.5953)
H (2.0683, -4.8103, -0.3858)
H (1.4128, -3.1505, 1.3291)
H (-1.5252, -1.5548, -1.3345)
H (-0.8345, -3.1869, -3.0809)
H (-0.9299, -3.7602, 2.1959)
H (-1.5891, -4.0441, 4.5505)
H (-1.9296, -2.0763, 5.9988)
H (-1.6330, 0.2295, 5.0875)
H (-1.2003, 4.3588, 3.9527)
H (-0.4382, 6.3132, 2.5846)
H (0.5330, 5.9004, 0.3253)
H (0.7134, 3.5666, -0.4961)
O (-1.7470, 1.9364, -3.7564)
C (-0.7759, 1.1800, -4.1923)
C (-0.5430, 0.9936, -5.5800)
C (0.4884, 0.2087, -6.0006)
C (1.3327, -0.4144, -5.0572)
C (1.1243, -0.2239, -3.6874)
C (0.0866, 0.5605, -3.2393)
C (-0.0482, 0.7406, -1.7649)
O (-1.1379, 0.9874, -1.1980)
O (0.9933, 0.5891, -1.0761)
H (-2.2393, 2.3319, -4.4960)
H (-1.1862, 1.4922, -6.2952)
H (0.6547, 0.0626, -7.0586)
H (2.1515, -1.0358, -5.3938)
H (1.7727, -0.6811, -2.9521)
F (1.7157, 0.4071, 2.8757)
B (2.7289, 0.3877, 1.8530)
F (2.3253, -0.6853, 1.0025)
F (3.9764, 0.2307, 2.3338)
F (2.5271, 1.6004, 1.1380)

The energy is -52304.7165 eV. The total charge is +1. The calculation puts the HOMO-LUMO gap (spin up / spin down) at 0.204 / 0.134 hartree. Its spin multiplicity is 5. The energy relative to the best compared isomer or geometry (same formula, charge and spin) comes out at 0.00 kJ/mol.